The following is a DFT calculation (the ωB97M-V functional and the def2-TZVPD basis) of a structure of composition C7H16Cl3N2O3Y.

Results
LUMO energy: -11.258 eV
energy relative to the best compared isomer or geometry (same formula, charge and spin): 146.8 kJ/mol
charge: +2
max |F|: 5.72 eV/Å
gap between HOMO and LUMO: 0.107 hartree

Cartesian coordinates (Å):
Y  13.031  -17.752  3.147
O  14.509  -19.077  3.922
H  15.027  -19.805  4.303
C  10.004  -21.229  4.029
O  10.290  -20.072  3.656
N  10.875  -22.255  3.985
C  12.209  -22.017  3.601
C  10.501  -23.623  4.270
H  9.063  -21.501  4.523
H  12.422  -22.234  2.548
H  13.004  -22.375  4.253
H  12.249  -20.924  3.614
H  9.421  -23.727  4.326
H  10.969  -24.378  3.637
H  10.875  -23.977  5.244
C  15.467  -21.869  5.869
O  14.689  -22.790  5.997
N  16.797  -21.941  6.050
C  17.422  -23.193  6.475
C  17.677  -20.874  5.616
H  15.156  -20.810  5.712
H  18.114  -22.932  7.282
H  17.982  -23.579  5.624
H  16.728  -23.885  6.930
H  18.302  -20.662  6.489
H  18.419  -21.244  4.902
H  17.115  -20.029  5.264
C  16.428  -16.881  5.984
Cl  17.952  -17.723  5.694
Cl  16.653  -15.141  6.040
Cl  15.675  -17.437  7.486
H  15.697  -17.094  5.206